{
  "formula": "C22H27AsN5O7P2SW",
  "method": "wB97M-V/def2-TZVPD",
  "s_squared": 2.01,
  "spin_multiplicity": 3,
  "homo_lumo_gap_ev": [7.152, 6.628],
  "e_above_lowest_kcal_mol": 126.7,
  "charge": 1,
  "elements": ["W", "S", "C", "C", "C", "C", "C", "C", "As", "C", "C", "C", "C", "C", "C", "C", "C", "C", "C", "C", "C", "H", "H", "H", "H", "H", "H", "H", "H", "H", "H", "H", "H", "H", "H", "O", "P", "O", "O", "O", "P", "O", "O", "O", "H", "H", "C", "N", "C", "C", "N", "N", "C", "N", "N", "H", "H", "H", "H", "H", "H", "H", "H", "H", "H", "H"],
  "coordinates": [[-0.20, -0.45, -1.11], [0.19, -2.79, -1.03], [-0.58, -3.36, 0.47], [-0.93, -4.70, 0.55], [-1.48, -5.20, 1.73], [-1.65, -4.36, 2.82], [-1.30, -3.02, 2.74], [-0.78, -2.52, 1.56], [-0.14, -0.70, 1.33], [-0.98, 0.28, 2.76], [-0.24, 1.22, 3.45], [-0.85, 1.97, 4.45], [-2.19, 1.80, 4.73], [-2.94, 0.86, 4.02], [-2.34, 0.11, 3.02], [1.65, -0.98, 2.05], [1.79, -1.26, 3.41], [3.03, -1.58, 3.92], [4.14, -1.64, 3.09], [4.00, -1.39, 1.73], [2.75, -1.06, 1.21], [-0.78, -5.35, -0.30], [-1.76, -6.24, 1.79], [-2.06, -4.75, 3.75], [-1.43, -2.38, 3.59], [0.81, 1.36, 3.23], [-0.27, 2.70, 5.00], [-2.67, 2.38, 5.51], [-3.99, 0.73, 4.23], [-2.91, -0.62, 2.47], [0.93, -1.22, 4.06], [3.14, -1.79, 4.98], [5.11, -1.89, 3.49], [4.85, -1.45, 1.07], [2.66, -0.88, 0.15], [-2.91, 0.92, 0.28], [-2.81, 0.52, -1.27], [-3.93, 0.98, -2.08], [-2.23, -0.90, -1.28], [-0.99, 1.78, -2.83], [1.65, 1.19, -1.82], [3.03, 1.87, -2.15], [1.11, 1.41, -0.43], [1.79, -0.31, -2.02], [-3.78, 1.29, 0.50], [3.30, 2.61, -1.59], [0.70, 4.12, -2.45], [0.80, 3.16, -3.55], [0.06, 3.68, -4.72], [0.45, 1.84, -3.16], [-1.28, 1.42, -1.49], [0.60, 0.96, -4.30], [0.16, -0.33, -4.30], [0.35, -1.02, -5.44], [-0.48, -0.80, -3.27], [1.23, 5.03, -2.72], [1.15, 3.72, -1.53], [-0.34, 4.38, -2.23], [0.37, 4.70, -4.88], [-1.02, 3.66, -4.56], [0.29, 3.12, -5.62], [-1.32, 2.28, -0.95], [1.27, 1.25, -4.99], [0.88, -0.64, -6.20], [0.19, -2.01, -5.44], [-0.88, -1.71, -3.44]],
  "nbo_charge": [1.232, 0.009, -0.065, -0.222, -0.179, -0.204, -0.196, -0.385, 1.124, -0.369, -0.140, -0.224, -0.181, -0.214, -0.197, -0.351, -0.206, -0.205, -0.174, -0.224, -0.141, 0.228, 0.228, 0.227, 0.224, 0.221, 0.227, 0.227, 0.226, 0.228, 0.222, 0.225, 0.224, 0.223, 0.209, -1.004, 2.452, -1.034, -1.017, -0.392, 2.304, -0.964, -1.036, -1.025, 0.536, 0.536, -0.424, -0.462, -0.425, 0.252, -0.670, -0.632, 0.688, -0.777, -0.859, 0.228, 0.198, 0.191, 0.222, 0.205, 0.203, 0.424, 0.423, 0.410, 0.418, 0.405]
}


{
  "formula": "C22H27BaCl4F6N8O3",
  "method": "wB97M-V/def2-TZVPD",
  "homo_lumo_gap_ev": 6.130,
  "e_above_lowest_kcal_mol": 0.0,
  "charge": -1,
  "elements": ["Ba", "N", "C", "C", "N", "C", "C", "N", "C", "C", "N", "H", "H", "H", "H", "H", "H", "H", "H", "H", "H", "H", "H", "H", "H", "H", "H", "H", "H", "Cl", "C", "C", "Cl", "C", "Cl", "C", "O", "C", "O", "C", "Cl", "N", "C", "C", "N", "C", "C", "N", "C", "C", "N", "H", "H", "H", "H", "H", "H", "C", "C", "O", "C", "F", "F", "F", "C", "F", "F", "F", "H", "H", "H"],
  "coordinates": [[-0.03, -0.09, -0.03], [-0.70, -1.72, -2.31], [0.44, -2.04, -3.14], [1.44, -0.90, -3.20], [2.12, -0.59, -1.94], [2.83, 0.69, -2.09], [3.26, 1.33, -0.78], [2.10, 1.85, -0.06], [3.02, -1.65, -1.48], [2.86, -2.03, -0.01], [1.53, -2.55, 0.28], [-1.33, -2.50, -2.16], [-1.23, -0.93, -2.67], [0.18, -2.27, -4.19], [0.91, -2.94, -2.74], [0.89, 0.00, -3.49], [2.17, -1.12, -3.99], [2.16, 1.38, -2.60], [3.72, 0.55, -2.73], [4.01, 2.10, -1.02], [3.76, 0.60, -0.15], [1.77, 2.72, -0.46], [2.30, 1.98, 0.92], [4.07, -1.37, -1.66], [2.84, -2.55, -2.08], [2.99, -1.16, 0.64], [3.68, -2.72, 0.24], [1.39, -2.59, 1.29], [1.40, -3.49, -0.09], [-0.91, 2.57, 6.92], [-0.22, 1.78, 5.53], [1.09, 1.32, 5.56], [2.06, 1.54, 6.98], [1.61, 0.67, 4.43], [3.23, 0.04, 4.47], [0.88, 0.47, 3.25], [1.33, -0.17, 2.23], [-0.46, 1.02, 3.20], [-1.17, 0.87, 2.12], [-0.97, 1.61, 4.36], [-2.64, 2.12, 4.31], [-1.12, -1.94, 3.08], [-0.30, -2.93, 3.53], [-0.57, -4.01, 2.74], [-1.52, -3.71, 1.81], [-1.84, -2.44, 2.03], [-2.78, -1.64, 1.27], [-3.02, -1.77, -0.02], [-3.91, -0.77, -0.33], [-4.20, -0.03, 0.79], [-3.50, -0.61, 1.80], [-1.04, -0.96, 3.32], [0.41, -2.76, 4.32], [-0.13, -5.00, 2.79], [-4.28, -0.64, -1.33], [-4.81, 0.84, 0.94], [-3.27, -0.13, 2.66], [-2.60, 2.98, -1.92], [-1.42, 2.30, -2.64], [-0.82, 1.35, -1.93], [-0.40, 3.41, -3.01], [0.09, 3.97, -1.88], [0.67, 2.94, -3.68], [-0.89, 4.42, -3.74], [-1.97, 1.67, -3.96], [-2.61, 2.53, -4.78], [-2.87, 0.71, -3.66], [-1.02, 1.07, -4.70], [-2.22, 3.40, -0.99], [-3.32, 2.20, -1.67], [-3.09, 3.75, -2.51]],
  "mulliken_charge": [0.163, -0.051, -0.933, -0.588, 1.266, -0.513, -0.732, -0.113, -1.337, -0.279, -0.165, 0.238, -0.105, 0.509, 0.357, 0.212, 0.232, -0.043, 0.307, 0.428, 0.317, 0.078, 0.175, 0.293, 0.466, 0.043, 0.470, 0.059, 0.216, -0.242, 0.098, 0.384, -0.245, 0.146, -0.245, -0.737, 0.307, -0.896, -0.375, 0.492, -0.255, 0.157, -0.319, -0.713, -0.667, 0.993, -0.576, -0.317, -0.380, -0.509, 0.091, 0.209, 0.483, 0.432, 0.515, 0.457, 0.291, -2.107, 0.799, 0.517, 0.403, -0.289, -0.280, -0.297, 0.325, -0.300, -0.254, -0.258, 0.467, 0.330, 0.394]
}


{
  "formula": "C22H27ClOPt",
  "method": "wB97M-V/def2-TZVPD",
  "s_squared": 6.11,
  "spin_multiplicity": 5,
  "homo_lumo_gap_ev": [8.358, 5.962],
  "charge": 0,
  "elements": ["C", "C", "C", "H", "C", "C", "H", "H", "H", "H", "Pt", "Cl", "C", "C", "C", "H", "C", "C", "H", "H", "H", "H", "C", "C", "C", "C", "C", "C", "C", "C", "C", "C", "C", "C", "O", "H", "H", "H", "H", "H", "H", "H", "H", "H", "H", "H", "H", "H", "H", "H", "H", "H"],
  "coordinates": [[1.18, 2.14, -2.14], [0.08, 2.78, -3.09], [-0.46, 1.70, -3.88], [0.21, 3.81, -3.52], [0.10, 0.45, -3.43], [1.06, 0.67, -2.43], [1.76, -0.06, -2.03], [2.18, 2.68, -2.10], [-1.14, 1.81, -4.74], [-0.15, -0.53, -3.85], [0.14, 3.12, -0.84], [-0.17, 4.31, 0.99], [-2.98, 0.79, -0.11], [-3.34, -0.20, -1.09], [-3.62, 0.46, -2.30], [-3.52, -1.26, -0.89], [-3.42, 1.87, -2.10], [-2.83, 2.05, -0.79], [-2.59, 3.06, -0.29], [-2.81, 0.63, 0.95], [-3.97, 0.00, -3.22], [-3.59, 2.66, -2.84], [1.22, -3.87, -1.18], [0.50, -2.64, -0.65], [-0.97, -2.97, -0.42], [1.13, -2.04, 0.58], [2.01, -2.76, 1.39], [2.48, -2.23, 2.59], [2.02, -0.98, 3.03], [1.14, -0.23, 2.26], [0.70, 1.16, 2.71], [0.09, 1.09, 4.13], [1.86, 2.10, 2.75], [0.77, -0.67, 0.92], [0.16, 0.10, 0.12], [1.10, -4.71, -0.49], [2.28, -3.69, -1.32], [0.80, -4.19, -2.15], [0.55, -1.84, -1.41], [-1.07, -3.76, 0.34], [-1.53, -2.09, -0.08], [-1.43, -3.33, -1.35], [2.34, -3.77, 1.10], [3.19, -2.79, 3.19], [2.35, -0.57, 4.01], [-0.06, 1.49, 1.97], [0.89, 0.82, 4.83], [-0.29, 2.09, 4.39], [-0.73, 0.36, 4.21], [2.28, 2.21, 1.76], [1.52, 3.07, 3.08], [2.62, 1.72, 3.43]],
  "nbo_charge": [-0.464, -0.397, -0.121, 0.236, -0.316, -0.101, 0.214, 0.234, 0.218, 0.222, 0.818, -0.587, -0.077, -0.245, -0.282, 0.219, -0.070, -0.405, 0.248, 0.218, 0.219, 0.215, -0.608, -0.257, -0.595, 0.003, -0.252, -0.122, -0.250, 0.024, -0.265, -0.598, -0.595, 0.422, -0.540, 0.200, 0.211, 0.216, 0.229, 0.202, 0.219, 0.211, 0.222, 0.215, 0.219, 0.240, 0.194, 0.219, 0.209, 0.213, 0.226, 0.193]
}


{
  "formula": "C22H27CuNO13",
  "method": "wB97M-V/def2-TZVPD",
  "s_squared": 0.75,
  "spin_multiplicity": 2,
  "homo_lumo_gap_ev": [5.972, 4.564],
  "charge": -2,
  "elements": ["Cu", "C", "C", "C", "O", "C", "C", "C", "O", "O", "O", "H", "H", "C", "C", "C", "O", "C", "C", "C", "O", "O", "O", "H", "H", "C", "C", "O", "C", "O", "O", "C", "H", "H", "H", "H", "H", "H", "H", "H", "C", "O", "C", "C", "N", "C", "C", "O", "C", "H", "H", "H", "H", "H", "H", "H", "H", "H", "H", "H", "H", "H", "H", "H"],
  "coordinates": [[0.79, 0.15, 0.28], [2.62, 2.34, 3.55], [1.89, 1.51, 2.69], [0.79, 0.52, 3.24], [0.06, -0.09, 2.38], [0.60, 0.45, 4.74], [1.46, 1.17, 5.49], [2.48, 2.16, 4.85], [3.25, 2.89, 5.59], [1.46, 0.93, 6.79], [2.21, 1.29, 1.48], [3.36, 2.98, 3.09], [-0.14, -0.20, 5.19], [-2.88, -1.57, -2.17], [-3.61, -2.61, -2.93], [-2.77, -3.80, -3.66], [-3.42, -4.59, -4.33], [-1.32, -3.75, -3.37], [-0.74, -2.80, -2.58], [-1.50, -1.67, -1.98], [-1.01, -0.75, -1.23], [0.53, -2.88, -2.75], [-4.80, -2.54, -3.15], [-3.53, -0.85, -1.71], [-0.77, -4.46, -3.97], [-4.25, 2.42, -1.62], [-3.02, 1.82, -0.96], [-2.57, 2.81, -0.07], [-1.45, 2.72, 0.69], [-0.62, 1.80, 0.59], [-1.41, 3.82, 1.51], [-0.43, 3.89, 2.57], [-4.93, 1.67, -2.04], [-3.93, 3.02, -2.48], [-4.76, 3.09, -0.93], [-2.20, 1.66, -1.66], [-3.17, 0.86, -0.47], [-0.52, 4.74, 3.25], [0.61, 3.73, 2.29], [-0.75, 3.13, 3.28], [0.44, 2.03, -2.62], [1.41, 1.31, -1.81], [2.27, 0.43, -2.57], [3.15, -0.33, -1.56], [2.27, -1.17, -0.75], [2.95, -1.93, 0.30], [1.94, -3.02, 0.75], [0.74, -2.38, 1.03], [-0.38, -3.29, 1.12], [-0.14, 2.64, -1.93], [-0.14, 1.34, -3.24], [0.99, 2.75, -3.23], [2.78, 1.04, -3.31], [1.59, -0.24, -3.09], [4.01, 0.24, -1.20], [3.62, -1.03, -2.26], [1.90, -1.92, -1.32], [3.20, -1.33, 1.17], [3.86, -2.48, 0.07], [2.28, -3.50, 1.67], [1.81, -3.73, -0.06], [-0.41, -3.96, 1.98], [-0.42, -3.78, 0.14], [-1.32, -2.74, 1.22]],
  "nbo_charge": [1.568, -0.486, 0.411, 0.438, -0.751, -0.498, 0.377, 0.399, -0.654, -0.693, -0.778, 0.210, 0.217, -0.507, 0.443, 0.445, -0.639, -0.530, 0.435, 0.354, -0.812, -0.809, -0.630, 0.183, 0.193, -0.629, -0.072, -0.516, 1.035, -0.700, -0.507, -0.281, 0.229, 0.199, 0.212, 0.202, 0.216, 0.201, 0.220, 0.206, -0.245, -0.589, -0.072, -0.252, -0.703, -0.248, -0.061, -0.555, -0.259, 0.197, 0.200, 0.156, 0.165, 0.211, 0.225, 0.182, 0.447, 0.215, 0.175, 0.168, 0.175, 0.163, 0.192, 0.213]
}